# C4H8N2O3

A 2-piece molecular cluster, C4H8N2O3 overall (the ωB97M-V functional and the def2-TZVPD basis, OMol25).

Geometry (Å):
C  1.7960  1.4236  -0.6163
C  1.5264  0.9286  0.7744
N  1.8084  -0.5483  0.6581
O  2.7377  -0.9771  1.2674
O  1.0356  -1.2072  -0.0521
H  1.3206  2.3905  -0.8873
H  2.8441  1.6315  -0.9406
H  1.5402  0.7217  -1.4050
H  0.4720  1.0470  0.9885
H  2.3158  1.3769  1.3900
C  -2.6543  -1.7734  -0.5923
C  -2.5089  -0.4696  -0.0617
N  -2.2796  0.3888  0.6575
O  -1.9742  1.4508  1.0846
H  -2.8680  -2.5933  0.1099
H  -1.6383  -1.9795  -1.0654
H  -3.4733  -1.8110  -1.3097

The HOMO energy comes out at -0.351 Eh. The SMILES is CC[N+](=O)[O-].CC#[N+][O-]. The calculation puts the total energy at -492.2309 hartree. The LUMO energy is 0.43 eV. Its orbital gap is 9.986 eV. As for the total charge: 0.

=====

# C17H29BF4NO2P2W

C17H29BF4NO2P2W as an isolated structure (the ωB97M-V functional and the def2-TZVPD basis, OMol25).

Geometry (Å):
C  -0.7775  3.8398  -1.7595
C  -0.7661  2.4556  -1.4622
N  0.1998  1.9961  -0.5687
C  0.8921  2.8588  0.2134
C  0.8256  4.2261  -0.0341
C  0.0214  4.7100  -1.0556
C  -1.6814  1.4563  -1.8773
P  -1.9220  0.0092  -0.9016
W  0.3778  -0.1573  -0.6787
P  2.0492  0.5068  0.9749
C  1.5977  2.1778  1.3679
C  0.3051  -2.1426  0.0673
C  -0.6498  -2.5654  1.0152
C  -0.8548  -3.9267  1.2511
C  -0.0138  -4.8655  0.6305
C  1.0493  -4.4435  -0.1932
C  1.2006  -3.0786  -0.4844
O  -0.9713  0.7460  -4.9155
O  -0.2018  -1.7764  -3.5794
H  -1.3414  4.1319  -2.6504
H  1.3487  4.8930  0.6233
H  0.0020  5.7552  -1.3035
C  -3.1647  0.5160  0.3360
C  -2.7744  -1.3208  -1.8333
H  2.4903  2.7378  1.6687
H  0.9071  2.1156  2.2230
H  -1.2519  0.8857  -4.0095
H  -2.5114  1.7654  -2.5146
C  2.4363  -0.4119  2.4997
C  3.6771  0.6280  0.1320
H  -1.2138  -1.8415  1.5889
H  -1.6580  -4.3014  1.9139
H  -0.1484  -5.9512  0.7988
H  1.7544  -5.1858  -0.6285
H  2.0144  -2.7127  -1.1090
H  0.5448  -0.8310  -2.3029
H  0.5092  -2.2348  -4.1765
H  -0.0310  -0.9529  -4.0611
H  -0.1821  1.2648  -5.0590
H  1.4332  -0.3131  -1.9760
H  -4.0496  0.9220  -0.1873
H  -3.4824  -0.3100  1.0087
H  -2.7575  1.3151  0.9811
H  -3.7007  -0.9305  -2.2892
H  -2.1211  -1.6519  -2.6503
H  -2.9955  -2.1852  -1.1774
H  4.3958  1.1614  0.7828
H  4.0582  -0.3787  -0.1177
H  3.5478  1.1854  -0.8084
H  3.3514  -0.0076  2.9634
H  1.5879  -0.2839  3.1942
H  2.5066  -1.4957  2.2873
F  -1.1797  0.4019  2.4632
B  -0.9922  0.4102  3.9133
F  -2.2148  0.5591  4.5619
F  -0.4102  -0.8223  4.2463
F  -0.0842  1.4380  4.2149

The HOMO energy (spin up / spin down) comes out at -0.420 / -0.422 Eh. The calculation puts the total energy at -2044.3504 hartree. The LUMO energy (spin up / spin down) is -5.11 / -6.07 eV. Its orbital gap (spin up / spin down) is 6.305 / 5.407 eV. As for the total charge: +1. Its multiplicity is 3.

=====

Question: What is the formula in the second record?
Answer: C17H29BF4NO2P2W

=====

Question: What is the total charge in the second record?
Answer: +1